{
  "formula": "C21H17CsIN3O6",
  "method": "wB97M-V/def2-TZVPD",
  "elements": ["Cs", "C", "C", "N", "C", "C", "C", "O", "C", "C", "N", "C", "C", "C", "C", "C", "C", "I", "C", "O", "H", "H", "H", "H", "H", "H", "H", "H", "H", "H", "H", "H", "O", "C", "O", "C", "C", "C", "C", "C", "N", "C", "O", "O", "H", "H", "H", "H", "H"],
  "xyz": [[9.764, 10.423, 9.430], [7.729, 9.381, 13.925], [9.083, 9.992, 14.259], [9.453, 10.031, 15.570], [10.709, 10.378, 15.866], [11.553, 10.885, 14.896], [12.799, 11.547, 15.453], [13.886, 10.524, 15.407], [11.215, 10.837, 13.544], [12.208, 11.332, 12.636], [12.152, 11.435, 11.352], [13.484, 11.859, 10.805], [14.634, 11.221, 11.274], [15.855, 11.677, 10.867], [15.983, 12.727, 9.952], [14.851, 13.307, 9.418], [13.669, 12.942, 9.939], [12.034, 13.997, 9.100], [9.982, 10.213, 13.173], [9.627, 10.105, 11.975], [7.204, 9.159, 14.829], [7.883, 8.404, 13.345], [7.252, 10.042, 13.232], [10.950, 10.259, 16.933], [12.593, 11.734, 16.507], [13.166, 12.455, 14.991], [13.442, 9.716, 15.109], [13.124, 11.663, 13.079], [14.655, 10.328, 11.921], [16.758, 11.132, 11.276], [16.939, 13.046, 9.667], [15.013, 14.130, 8.723], [5.295, 9.101, 11.117], [6.352, 9.126, 10.269], [6.731, 10.125, 9.698], [7.028, 7.759, 10.052], [6.552, 6.607, 10.686], [7.209, 5.423, 10.305], [8.024, 5.491, 9.139], [8.413, 6.674, 8.638], [7.967, 7.821, 9.128], [9.460, 6.784, 7.530], [9.453, 5.757, 6.646], [10.177, 7.761, 7.338], [4.846, 9.974, 11.106], [5.768, 6.607, 11.441], [6.999, 4.452, 10.797], [8.322, 4.470, 8.828], [8.803, 5.078, 6.798]],
  "forces_ev_per_angstrom": [[0.336, 0.300, -0.759], [1.763, -0.869, -0.853], [0.157, -1.611, 2.009], [-0.737, -0.708, -2.172], [-0.805, 0.153, 0.108], [0.511, 0.945, 1.205], [0.647, -2.237, 0.347], [-0.624, 0.872, -0.211], [-0.078, -0.437, 0.315], [-0.277, 0.133, -1.124], [1.839, 0.554, -1.046], [-1.686, -0.222, 1.372], [-0.262, -0.648, 0.060], [2.161, -0.245, -0.075], [-0.496, -1.337, 0.842], [2.425, 0.948, 0.049], [-2.962, -0.756, -0.331], [-0.167, -0.276, 0.343], [0.273, 1.810, 0.582], [-0.549, -0.850, -0.398], [-0.570, 0.128, 0.420], [-0.073, 1.186, 0.752], [-0.841, 0.356, -0.239], [0.242, 0.498, -0.558], [0.207, 0.231, -0.033], [-0.105, 0.029, -0.261], [0.217, 0.225, 0.171], [0.491, 0.094, 0.636], [-0.615, 0.673, -0.295], [-0.986, 0.923, -0.631], [1.196, 0.406, -0.478], [-0.512, -0.241, 0.091], [0.287, -0.023, -0.543], [0.328, 0.684, 0.033], [-0.621, -0.816, 0.570], [-1.390, 1.248, 0.293], [1.191, -1.065, -0.192], [-0.805, 0.730, -0.769], [-0.903, -3.601, 2.449], [1.398, 1.275, -0.837], [-0.239, -0.065, -0.015], [0.197, 1.540, -0.980], [1.084, 0.875, -0.064], [-1.464, -2.234, 0.778], [0.539, -0.429, -0.032], [0.326, 0.260, -0.151], [0.137, 0.789, -0.487], [0.349, 1.031, -0.325], [-0.534, -0.227, 0.435]],
  "e_tot_ha": -1743.9910,
  "orbital_gap_ev": 5.97,
  "mol_weight_g_mol": 667.2,
  "e_above_lowest_kcal_mol": 0.63,
  "lumo_energy_ev": -0.8655
}